[1]
46
Properties=species:S:1:pos:R:3 method="wB97M-V/def2-TZVPD" e_lumo_ev=-2.96 total_energy_ha=-2717.39687 gap_ev=10.0 homo_energy_ev=-12.98 total_charge=+1
K -1.707 -1.632 -0.410
C 1.980 2.223 -1.347
C 0.534 2.669 -1.613
C -0.347 2.340 -0.394
S 0.642 1.427 0.820
O 0.544 0.009 0.488
O 0.433 1.872 2.177
C 2.205 2.075 0.158
H 2.722 2.895 -1.768
H 2.150 1.213 -1.717
H 0.082 2.179 -2.476
H 0.451 3.732 -1.834
H -1.287 1.829 -0.585
H -0.656 3.250 0.128
H 2.972 1.331 0.377
H 2.464 2.977 0.711
C 3.247 -3.418 -3.524
C 3.783 -2.805 -2.201
C 2.838 -1.679 -1.748
S 1.466 -1.576 -2.922
O 1.665 -0.595 -3.947
O 0.199 -1.552 -2.220
C 1.732 -3.273 -3.504
H 3.601 -4.447 -3.574
H 3.619 -2.923 -4.422
H 4.776 -2.421 -2.419
H 3.848 -3.568 -1.429
H 3.408 -0.753 -1.683
H 2.371 -1.827 -0.774
H 1.082 -3.579 -4.323
H 1.333 -3.919 -2.710
C -4.465 -0.284 3.573
C -3.258 0.103 4.440
C -2.114 0.625 3.566
S -2.937 1.314 2.115
O -2.461 0.624 0.922
O -2.938 2.758 2.126
C -4.634 0.806 2.536
H -5.350 -0.445 4.187
H -4.298 -1.250 3.083
H -2.966 -0.756 5.046
H -3.520 0.850 5.192
H -1.469 -0.179 3.219
H -1.528 1.443 3.977
H -5.219 0.646 1.637
H -4.992 1.692 3.066

***

[2]
66
Properties=species:S:1:pos:R:3 method="wB97M-V/def2-TZVPD" e_lumo_ev=-1.15 total_energy_ha=-2220.21676 gap_ev=8.8 homo_energy_ev=-9.91 smiles="CCOP(=O)(OCC)OCC.CCOP(=O)(OCC)OCC.CB(O)OC(=O)ON"
C 0.962 5.412 -3.359
B 2.220 4.419 -3.317
O 2.113 3.155 -3.886
O 3.433 4.816 -2.670
C 3.263 5.042 -1.337
O 3.350 6.134 -0.934
O 3.046 4.016 -0.448
N 1.663 3.829 -0.179
H 0.066 4.762 -3.345
H 0.990 6.048 -4.264
H 0.946 6.065 -2.463
H 1.854 2.500 -3.223
H 1.101 4.526 -0.674
H 1.446 2.911 -0.571
O -1.031 2.333 1.795
P -1.063 1.722 3.181
O -2.200 0.559 2.863
C -1.769 -0.620 2.181
C -0.875 -1.492 3.046
O -2.002 2.915 3.832
C -2.172 4.181 3.199
C -3.362 4.170 2.257
O -0.821 1.095 4.710
C -1.670 1.364 5.834
C -3.119 0.956 5.672
H -1.259 -0.347 1.253
H -2.669 -1.176 1.915
H 0.077 -0.995 3.253
H -0.658 -2.436 2.544
H -1.347 -1.700 4.007
H -1.258 4.487 2.691
H -2.347 4.914 3.989
H -3.364 3.297 1.603
H -3.373 5.069 1.638
H -4.293 4.132 2.828
H -1.583 2.413 6.118
H -1.245 0.793 6.663
H -3.623 1.493 4.872
H -3.665 1.157 6.597
H -3.199 -0.109 5.444
O 0.662 -2.880 -0.428
P 1.295 -3.066 -1.783
O -0.041 -3.474 -2.664
C -0.939 -2.425 -3.029
C -0.337 -1.487 -4.062
O 1.959 -4.544 -1.479
C 2.065 -5.072 -0.157
C 0.833 -5.879 0.212
O 2.235 -2.923 -3.151
C 2.836 -4.033 -3.832
C 1.874 -5.081 -4.350
H -1.247 -1.872 -2.137
H -1.826 -2.903 -3.447
H 0.502 -0.925 -3.640
H -1.081 -0.769 -4.408
H 0.045 -2.044 -4.917
H 2.259 -4.279 0.564
H 2.939 -5.726 -0.142
H -0.092 -5.354 -0.027
H 0.833 -6.116 1.278
H 0.814 -6.815 -0.350
H 3.606 -4.478 -3.203
H 3.361 -3.599 -4.687
H 1.319 -5.575 -3.556
H 2.425 -5.852 -4.893
H 1.141 -4.636 -5.026

***

[3]
83
Properties=species:S:1:pos:R:3 method="wB97M-V/def2-TZVPD" e_lumo_ev="-3.31 / -3.55" total_energy_ha=-2070.03422 gap_ev="5.4 / 5.2" homo_energy_ev="-8.72 / -8.71" e_above_lowest_ev=4.728 total_charge=+1
Y 0.365 -0.579 -0.840
C -0.300 -2.961 1.619
C 1.062 -2.968 1.158
C 0.889 -1.468 2.896
C -0.400 -2.024 2.667
C 1.791 -2.022 1.957
C -1.368 -3.914 1.258
H -1.129 -4.481 0.357
H -2.345 -3.432 1.119
H -1.487 -4.637 2.078
C -1.633 -1.724 3.424
H -2.263 -2.621 3.507
H -2.232 -0.945 2.924
H -1.408 -1.379 4.445
C 1.252 -0.549 3.995
H 0.712 -0.804 4.925
H 0.987 0.489 3.731
H 2.332 -0.575 4.210
C 3.256 -1.879 2.025
H 3.647 -2.351 2.939
H 3.559 -0.827 2.052
H 3.743 -2.350 1.169
C 1.689 -4.100 0.444
H 2.113 -4.813 1.179
H 2.514 -3.796 -0.217
H 0.965 -4.665 -0.160
C -1.425 0.076 -3.951
C -1.851 -1.151 -3.627
C -1.064 -2.415 -3.730
C 0.504 -2.285 -3.660
C 1.202 -1.349 -2.715
C 1.173 0.099 -2.778
C 0.942 0.860 -4.068
C -0.262 0.361 -4.845
H -1.264 -2.913 -4.699
H 0.871 -2.009 -4.653
H -1.451 -3.128 -2.979
H 0.012 -0.480 -5.493
H -2.050 0.957 -3.746
H -2.911 -1.279 -3.373
H -0.531 1.171 -5.529
H 0.853 1.931 -3.853
H 2.033 0.578 -2.249
H 1.860 0.768 -4.657
H 0.872 -3.295 -3.416
H 1.993 -1.807 -2.054
P -1.689 1.185 -0.071
P 1.977 1.886 0.301
C -0.547 2.246 -1.270
C 0.896 2.716 -0.992
H -1.164 3.155 -1.368
H -0.627 1.716 -2.249
H 1.438 2.739 -1.947
H 0.870 3.761 -0.662
C 2.851 3.324 0.998
H 3.444 2.949 1.840
H 2.175 4.106 1.341
H 3.524 3.744 0.243
C 3.570 1.266 -0.501
H 4.162 2.125 -0.856
H 3.438 0.554 -1.326
H 4.121 0.740 0.299
C -3.248 1.501 -1.012
H -3.756 0.553 -1.202
H -3.118 1.989 -1.991
H -3.932 2.103 -0.416
C -1.929 -0.895 -0.570
H -1.356 -1.824 -0.264
H -2.053 -0.904 -1.661
H -2.916 -1.063 -0.130
C -0.331 3.762 2.092
Si -1.548 2.318 2.071
C -1.399 1.746 3.860
C -3.304 2.907 1.891
H 0.687 3.400 2.314
H -0.640 4.406 2.937
H -0.324 4.376 1.181
H -2.074 2.391 4.447
H -1.699 0.711 4.032
H -0.387 1.906 4.256
H -3.586 3.446 2.805
H -3.362 3.586 1.035
H -3.983 2.056 1.755

***

[4]
84
Properties=species:S:1:pos:R:3 method="wB97M-V/def2-TZVPD" e_lumo_ev="3.35 / 3.35" total_energy_ha=-6044.35109 gap_ev="3.9 / 5.3" homo_energy_ev="-0.52 / -1.99" spin_multiplicity=3 e_above_lowest_ev=2.153 total_charge=-2 s2=2.015
Ti -0.034 0.990 0.213
S 2.977 -1.843 2.228
C 2.692 -2.497 0.658
C 1.753 -1.804 -0.038
C 1.191 -0.686 0.667
C 1.794 -0.584 1.898
C 1.496 0.515 2.765
C 1.823 0.584 4.123
C 1.440 1.687 4.855
C 0.740 2.701 4.208
C 0.444 2.563 2.866
N 0.807 1.502 2.131
H 3.246 -3.372 0.348
H 1.473 -2.094 -1.041
H 2.361 -0.243 4.570
H 1.678 1.765 5.910
H 0.436 3.603 4.719
H -0.062 3.363 2.350
Cl -5.499 0.596 -1.555
C -3.879 1.107 -1.910
C -3.631 1.929 -2.990
C -2.312 2.278 -3.229
C -1.331 1.840 -2.360
N -1.578 1.066 -1.298
C -2.847 0.688 -1.087
H -4.435 2.267 -3.628
H -2.047 2.886 -4.081
H -0.301 2.120 -2.519
H -3.033 -0.052 -0.325
F 0.461 -2.335 -3.519
B -0.744 -1.790 -3.017
F -1.682 -2.799 -2.796
F -1.239 -0.842 -3.928
F -0.440 -1.125 -1.789
O 0.390 5.372 2.009
S 0.135 5.522 0.572
O -1.151 6.154 0.292
O 1.256 6.118 -0.141
S -0.067 3.577 -0.260
S -1.728 -2.095 0.693
C -2.335 -3.415 1.418
N -3.490 -4.048 1.046
C -3.704 -5.373 1.589
C -3.075 -5.342 2.973
S -1.609 -4.266 2.790
H -3.783 -3.857 0.099
H -3.225 -6.142 0.969
H -4.772 -5.588 1.652
H -2.759 -6.323 3.320
H -3.740 -4.880 3.702
S -3.914 2.357 2.186
C -2.527 2.096 1.175
N -1.710 1.138 1.561
C -2.180 0.522 2.706
C -1.561 -0.500 3.431
C -2.193 -1.015 4.547
C -3.428 -0.528 4.979
C -4.037 0.517 4.307
C -3.397 1.039 3.192
H -2.255 2.850 0.442
H -0.603 -0.880 3.107
H -1.715 -1.814 5.098
H -3.911 -0.962 5.846
H -4.985 0.924 4.634
N 6.563 -1.806 -7.757
C 5.984 -1.367 -6.864
C 5.277 -0.808 -5.769
C 5.779 0.320 -5.106
C 5.099 0.870 -4.044
C 3.896 0.312 -3.604
C 3.382 -0.808 -4.270
C 4.062 -1.354 -5.333
N 3.222 0.843 -2.509
C 3.753 1.610 -1.484
C 2.748 1.813 -0.598
N 1.601 1.195 -1.054
C 1.910 0.636 -2.196
H 6.708 0.758 -5.447
H 5.493 1.753 -3.561
H 2.455 -1.263 -3.940
H 3.661 -2.222 -5.840
H 4.781 1.922 -1.457
H 2.757 2.369 0.323
H 1.226 0.085 -2.818

***

[5]
10
Properties=species:S:1:pos:R:3 method="wB97M-V/def2-TZVPD" e_lumo_ev=0.77 total_energy_ha=-652.62053 gap_ev=10.8 homo_energy_ev=-9.99 e_above_lowest_ev=3.069
C -0.331 -0.570 0.890
C -0.720 -0.477 -0.536
C 0.636 0.076 0.044
O 1.006 1.837 -0.129
Cl 2.133 -0.621 -0.178
H -0.996 -0.045 1.612
H 0.014 -1.543 1.228
H -0.884 -1.262 -1.292
H -1.373 0.305 -0.856
H 0.516 2.301 -0.783

***

[6]
8
Properties=species:S:1:pos:R:3 method="wB97M-V/def2-TZVPD" e_lumo_ev="-19.95 / -20.43" total_energy_ha=-2288.24059 gap_ev="9.1 / 6.5" homo_energy_ev="-29.05 / -26.92" e_above_lowest_ev=1.233 total_charge=+3
F -0.342 1.832 0.559
O -1.479 -0.090 0.455
C -1.200 -1.381 0.498
C -0.425 0.672 0.003
O 0.072 -1.468 -0.122
C 0.598 -0.265 -0.360
Ga 2.525 0.015 0.282
H 0.251 0.684 -1.316